A molecular structure, C26H27BF2NOPSSe3SiTeV in a non-equilibrium geometry, computed with ωB97M-V/def2-TZVPD.

Structure (XYZ):
```
66
Properties=species:S:1:pos:R:3
V 2.1348 -1.7927 -0.1538
Se 2.8560 -3.6448 1.2700
Se 3.7837 -2.0571 2.6543
Te 5.9470 -1.6036 1.2575
Se 4.5240 -1.2730 -0.8787
C -3.7670 -1.3519 -4.1794
Si -2.6088 -2.1392 -2.9210
C -3.5198 -1.9288 -1.2320
C -2.4204 -3.8833 -3.5423
C -0.9234 -1.4095 -3.0107
C -0.3845 -0.7153 -4.0983
C 0.8708 -0.1993 -4.1224
C 1.7077 -0.4273 -3.0471
N 1.2667 -1.1403 -2.0337
C 0.0211 -1.5566 -1.9543
S -0.2861 -2.5577 -0.5768
H -4.5162 -2.0668 -4.4190
H -3.2340 -1.2202 -5.1086
H -4.2417 -0.3769 -3.9744
H -2.9742 -2.5162 -0.4748
H -4.4872 -2.3687 -1.3823
H -3.6116 -0.8700 -0.9430
H -3.2943 -4.5264 -3.3274
H -1.5279 -4.4393 -3.2955
H -2.4452 -3.7863 -4.6102
H -1.0211 -0.5568 -4.9260
H 1.2728 0.3194 -4.9798
H 2.7723 -0.1078 -3.1065
O 1.3046 -0.0162 0.3165
P 0.7528 1.0144 1.2628
C 2.0422 2.1015 1.8381
C 3.3150 1.9875 1.2256
C 4.3951 2.7436 1.6821
C 4.2186 3.6319 2.7112
C 2.9927 3.8779 3.2437
C 1.8821 3.0982 2.8494
C 0.0541 0.3472 2.8176
C -1.2980 0.1573 3.0259
C -1.7534 -0.2796 4.2539
C -0.8858 -0.6278 5.2814
C 0.5025 -0.4383 5.0347
C 0.9514 0.0511 3.8275
C -0.6179 1.9182 0.5600
C -1.3324 2.8910 1.2356
C -2.3041 3.5994 0.6265
C -2.6686 3.3616 -0.7159
C -1.9072 2.4400 -1.4355
C -0.9098 1.7293 -0.8099
H 3.3877 1.3417 0.3976
H 5.3677 2.5579 1.2857
H 5.0510 4.2416 3.0458
H 2.8201 4.6832 3.9419
H 0.9052 3.1965 3.3065
H -2.0224 0.4608 2.2352
H -2.8347 -0.4803 4.3729
H -1.1746 -1.0260 6.2437
H 1.2355 -0.6937 5.8430
H 2.0176 0.1046 3.6376
H -1.0983 3.1048 2.2813
H -2.7660 4.3484 1.2390
H -3.4259 3.9497 -1.2137
H -2.0576 2.2723 -2.5158
H -0.3195 0.9690 -1.2847
F 1.6471 -3.7109 -2.5792
B 1.3320 -3.7216 -1.2238
F 1.3077 -4.9905 -0.7279
```

Computed properties:
maximum force	0.05182	hartree/bohr
energy above the lowest of the compared OMol25 structures with the same formula, charge and spin	0.0	kcal/mol
E_LUMO (spin up / spin down)	-0.17 / -0.16	eV
net charge	0
orbital gap (spin up / spin down)	6.807 / 6.833	eV
2S+1	2
highest occupied orbital energy (spin up / spin down)	-6.98 / -6.99	eV

C5H10O2 in the gas phase, computed with ωB97M-V/def2-TZVPD.

Structure (XYZ):
```
17
Properties=species:S:1:pos:R:3
O 2.3063 0.2950 0.8798
C 1.5988 -0.5504 -0.0084
C 0.1254 -0.4240 0.3328
C -0.3280 1.0426 0.3387
C -1.7828 0.9256 -0.0897
O -1.7842 -0.0949 -1.0717
C -0.8272 -1.0760 -0.6952
H 3.2274 0.3298 0.5990
H 1.7513 -0.2440 -1.0571
H 1.9334 -1.5953 0.0886
H -0.0401 -0.8626 1.3249
H -0.1751 1.5193 1.3098
H 0.2424 1.6032 -0.4120
H -2.1805 1.8326 -0.5518
H -2.4287 0.6557 0.7631
H -0.3118 -1.3968 -1.6102
H -1.3370 -1.9492 -0.2663
```

Computed properties:
maximum force	0.00873	hartree/bohr
energy above the lowest of the compared OMol25 structures with the same formula, charge and spin	35.2	kcal/mol
E_LUMO	0.89	eV
net charge	0
orbital gap	10.523	eV
structure (SMILES)	OC[C@H]1CCOC1
highest occupied orbital energy	-9.64	eV

8 unconnected molecules or ions with the total composition C25H37F6N3O7P in a non-equilibrium geometry, computed with ωB97M-V/def2-TZVPD.

Structure (XYZ):
```
79
Properties=species:S:1:pos:R:3
P -0.0333 0.1842 -0.4864
F -1.4693 0.1561 -1.2404
F -0.2322 -1.3840 -0.1583
F 0.7893 -0.1653 -1.8299
F 1.3497 0.2066 0.3442
F 0.1185 1.7558 -0.7643
F -0.8758 0.5474 0.9084
O -4.4120 3.4128 3.3940
C -4.3972 2.7562 2.3949
O -4.3213 1.4013 2.4053
C -4.5190 0.8876 1.0682
C -4.0011 2.0160 0.1862
C -4.5209 3.2119 0.9624
H -5.5829 0.6641 0.9644
H -3.9658 -0.0361 0.9160
H -4.3176 1.9996 -0.8550
H -2.9133 1.9302 0.2180
H -5.5919 3.3260 0.7442
H -4.1221 4.2032 0.7606
O 2.9317 -5.2984 -4.6445
C 2.3633 -4.9793 -3.6379
O 1.4026 -4.0288 -3.6252
C 0.7703 -3.9666 -2.3237
C 1.1858 -5.2571 -1.6277
C 2.5541 -5.5461 -2.2499
H -0.3107 -3.9333 -2.4302
H 1.1364 -3.0695 -1.8267
H 0.5478 -6.0880 -1.9351
H 1.1926 -5.1952 -0.5415
H 2.8380 -6.5932 -2.2654
H 3.3954 -5.0012 -1.8092
O 7.5711 0.2684 1.4071
C 6.4992 0.5532 0.9561
O 6.0114 0.0162 -0.1800
C 4.6264 0.3264 -0.3511
C 4.2824 1.4923 0.6057
C 5.5134 1.5586 1.5238
H 3.9725 -0.5391 -0.2605
H 4.5337 0.6758 -1.3829
H 3.4117 1.2444 1.2043
H 4.1281 2.3932 0.0218
H 5.3011 1.2913 2.5577
H 6.0374 2.5138 1.5609
C -4.5813 -1.1563 -2.1117
O -5.7197 -1.1369 -1.2509
H -4.8097 -0.9432 -3.1583
H -3.7680 -0.5193 -1.7683
H -4.1664 -2.1748 -2.1317
H -6.4795 -1.1550 -1.8373
N -0.8389 -1.3936 3.1206
C -1.4485 -1.0870 4.2953
C -1.1930 -2.1089 5.1871
C -0.3365 -3.0123 4.5385
C -0.1310 -2.5638 3.2527
H -0.8000 -0.8173 2.2908
H -1.9493 -0.1485 4.4557
H -1.4042 -2.0748 6.2445
H 0.0379 -3.9477 4.9277
H 0.3889 -3.0399 2.4409
N 0.2860 2.5486 2.6642
C 1.2514 3.3705 3.1589
C 0.7851 3.9136 4.3310
C -0.5333 3.4266 4.5316
C -0.7974 2.5591 3.4927
H 0.3429 1.8766 1.9140
H 2.2317 3.4407 2.7172
H 1.2865 4.6082 4.9853
H -1.1771 3.6386 5.3685
H -1.7028 2.0512 3.2038
N 0.3345 1.0283 -4.4052
C -0.4688 1.1757 -5.5057
C 0.2711 1.8393 -6.4503
C 1.5593 2.1119 -5.9127
C 1.5443 1.6193 -4.6323
H 0.1526 0.6908 -3.4699
H -1.5154 0.9297 -5.5319
H -0.0243 2.1311 -7.4463
H 2.3059 2.7027 -6.4152
H 2.1892 1.7058 -3.7716
```

Computed properties:
maximum force	0.02840	hartree/bohr
energy above the lowest of the compared OMol25 structures with the same formula, charge and spin	0.0	kcal/mol
E_LUMO	2.23	eV
net charge	-1
orbital gap	8.034	eV
highest occupied orbital energy	-5.80	eV

A gas-phase ion, C5H11N3O2 (charge -2) in a non-equilibrium geometry, computed with ωB97M-V/def2-TZVPD.

Structure (XYZ):
```
21
Properties=species:S:1:pos:R:3
C -0.7482 -1.8092 -1.3850
N -0.7047 -0.4091 -1.6319
N -1.2554 0.3517 -0.6768
O -2.0941 1.3136 -0.8772
C -0.5548 0.4807 0.6055
C -1.0768 -0.3505 1.7453
C 1.0901 0.3707 0.4059
C 1.5190 1.7044 -0.1468
N 1.5870 -0.6909 -0.4390
O 2.4811 -0.3696 -1.2927
H -0.2755 -2.1722 -0.4282
H -1.8735 -2.0074 -1.2088
H -0.2733 -2.2619 -2.2255
H -0.6890 1.6041 1.0810
H -2.1309 -0.2778 1.5780
H -0.6328 -0.1242 2.7383
H -0.7980 -1.4168 1.6057
H 1.4543 0.0259 1.4499
H 2.1026 2.3474 0.5591
H 0.5838 2.3206 -0.5037
H 2.2891 1.3704 -0.9530
```

Computed properties:
maximum force	0.07007	hartree/bohr
energy above the lowest of the compared OMol25 structures with the same formula, charge and spin	61.7	kcal/mol
E_LUMO (spin up / spin down)	6.75 / 6.69	eV
net charge	-2
orbital gap (spin up / spin down)	4.237 / 3.964	eV
structure (SMILES)	C[N-]N([O-])[C@@H](C)[C@H](C)N=O
highest occupied orbital energy (spin up / spin down)	2.51 / 2.72	eV

3 unconnected molecules or ions with the total composition C19H33BrO9 in a non-equilibrium geometry, computed with ωB97M-V/def2-TZVPD.

Structure (XYZ):
```
62
Properties=species:S:1:pos:R:3
C 5.7074 4.0126 2.8196
C 5.2108 2.7921 2.0779
O 3.7877 2.7541 2.0998
C 3.2327 1.5419 2.2755
C 2.1968 1.1206 1.5361
C 1.5494 -0.1693 1.8548
O 0.3608 -0.3617 1.6939
C 2.4500 -1.2098 2.4298
Br 2.0209 -3.0211 2.1337
C 3.4837 -0.8249 3.1862
O 4.3323 -1.6355 3.8582
C 5.3082 -2.3032 3.0697
C 6.4576 -1.4218 2.6516
C 7.1380 -0.7010 3.8090
O 6.0723 -0.4800 1.6472
C 3.6571 0.6591 3.4192
O 4.0346 1.0885 4.4879
H 5.3690 4.0123 3.8485
H 5.3981 4.9163 2.3125
H 6.7921 3.9624 2.8323
H 5.6526 1.9104 2.5234
H 5.5732 2.8359 1.0547
H 1.7971 1.7078 0.7292
H 4.8827 -2.7803 2.1903
H 5.7055 -3.0959 3.6931
H 7.1886 -2.0962 2.2033
H 8.2108 -0.8193 3.7178
H 6.8231 -1.0720 4.7734
H 6.9523 0.3617 3.7181
H 6.1374 -0.9289 0.8067
C -3.7418 1.2002 -2.6612
O -3.3761 0.7098 -1.3852
C -2.0027 0.3593 -1.2886
C -1.1981 1.4291 -0.5875
O -1.1511 2.6344 -1.3405
C -2.0462 3.6243 -0.8686
H -4.7384 1.6314 -2.5789
H -3.0532 1.9706 -3.0163
H -3.7719 0.3803 -3.3877
H -1.5870 0.1618 -2.2817
H -1.9426 -0.5634 -0.7039
H -0.1720 1.0752 -0.4749
H -1.6006 1.6120 0.4120
H -1.6853 4.0535 0.0725
H -3.0505 3.2212 -0.7185
H -2.0921 4.4126 -1.6185
C -6.6658 -1.8257 -5.4405
O -7.5687 -1.6074 -4.3724
C -8.0031 -2.8057 -3.7482
C -7.2637 -3.0643 -2.4543
O -5.8874 -3.3190 -2.6771
C -5.0623 -2.1968 -2.4137
H -6.2352 -0.8623 -5.7089
H -5.8601 -2.5060 -5.1550
H -7.1917 -2.2316 -6.3116
H -7.8863 -3.6563 -4.4263
H -9.0692 -2.6895 -3.5296
H -7.6876 -3.9541 -1.9781
H -7.3941 -2.2202 -1.7705
H -4.9810 -2.0233 -1.3363
H -5.4467 -1.2947 -2.8941
H -4.0702 -2.4104 -2.8095
```

Computed properties:
maximum force	0.02054	hartree/bohr
E_LUMO	-0.99	eV
net charge	0
orbital gap	8.060	eV
structure (SMILES)	CCOC1=CC(=O)C(Br)=C(OC[C@H](C)O)C1=O.COCCOC.COCCOC
highest occupied orbital energy	-9.05	eV

A molecular structure, C3H3N3O2 in a non-equilibrium geometry, computed with ωB97M-V/def2-TZVPD.

Structure (XYZ):
```
11
Properties=species:S:1:pos:R:3
C -0.2083 1.2757 0.4332
C -0.0886 -1.2703 0.2597
C 0.1866 -0.0044 -1.4447
H -0.0750 0.3772 2.2510
H 0.2607 -1.6120 1.5051
H 0.3695 0.8546 -1.9212
N 0.2278 0.0331 0.0140
N 0.0551 -1.9376 -0.8599
N 0.2401 -1.2218 -1.8851
O -0.9046 1.1879 1.7026
O -0.0633 2.3176 -0.0546
```

Computed properties:
maximum force	0.14827	hartree/bohr
energy above the lowest of the compared OMol25 structures with the same formula, charge and spin	128.6	kcal/mol
E_LUMO	-0.62	eV
net charge	0
orbital gap	9.662	eV
highest occupied orbital energy	-10.28	eV